91
Properties=species:S:1:pos:R:3 method="wB97M-V/def2-TZVPD" max_force_ha_per_bohr=0.0278 homo_lumo_gap_ha=0.357
N -7.739 -0.449 2.432
C -7.506 0.633 1.502
C -6.150 0.541 0.820
C -5.220 1.400 1.611
O -4.017 1.337 1.703
N -6.002 2.416 2.273
C -7.432 2.064 2.084
S -8.318 2.250 3.673
H -7.451 -0.174 3.363
H -8.724 -0.649 2.508
H -8.290 0.644 0.759
H -6.276 1.109 -0.105
H -5.814 -0.441 0.536
H -5.844 3.244 1.708
H -7.899 2.777 1.419
H -7.587 3.230 4.203
O 1.504 2.817 4.279
S 1.537 2.585 2.869
O 1.691 3.694 1.973
O 0.269 1.744 2.448
C -1.046 2.244 2.812
C -1.469 3.431 1.972
C 2.748 1.367 2.493
H -1.064 2.479 3.877
H -1.725 1.413 2.646
H -0.834 4.296 2.161
H -2.497 3.703 2.206
H -1.397 3.192 0.911
H 2.617 0.518 3.156
H 3.722 1.822 2.653
H 2.638 1.069 1.454
O -0.638 2.581 -1.496
S 0.463 3.214 -2.157
O 0.280 4.493 -2.773
O 1.054 2.200 -3.229
C 0.137 1.644 -4.199
C -0.277 2.636 -5.267
C 1.852 3.281 -1.089
H -0.729 1.232 -3.678
H 0.678 0.812 -4.645
H -0.867 3.450 -4.852
H -0.881 2.134 -6.023
H 0.600 3.072 -5.744
H 1.999 2.303 -0.645
H 1.632 4.013 -0.320
H 2.720 3.588 -1.667
O 4.988 -1.132 3.384
S 5.714 -2.210 2.787
O 5.327 -2.702 1.502
O 5.783 -3.411 3.816
C 4.540 -3.903 4.375
C 3.720 -4.693 3.377
C 7.432 -1.836 2.764
H 3.972 -3.069 4.788
H 4.842 -4.537 5.205
H 3.365 -4.058 2.567
H 2.852 -5.133 3.866
H 4.321 -5.487 2.933
H 7.730 -1.485 3.747
H 7.573 -1.055 2.020
H 7.980 -2.729 2.481
O -6.330 5.162 -5.607
S -4.980 5.554 -5.873
O -4.003 4.564 -6.201
O -4.459 6.436 -4.662
C -4.553 5.876 -3.332
C -3.525 4.795 -3.073
C -4.951 6.817 -7.095
H -5.569 5.514 -3.166
H -4.392 6.718 -2.663
H -3.701 3.922 -3.699
H -3.565 4.475 -2.031
H -2.520 5.157 -3.290
H -5.676 7.581 -6.831
H -5.216 6.347 -8.039
H -3.947 7.228 -7.147
O 4.976 -8.149 1.958
S 4.899 -8.144 0.528
O 3.733 -8.639 -0.133
O 6.184 -8.876 -0.050
C 6.460 -10.218 0.413
C 5.528 -11.254 -0.182
C 5.260 -6.534 -0.080
H 6.435 -10.235 1.503
H 7.485 -10.412 0.104
H 4.503 -11.110 0.155
H 5.847 -12.252 0.117
H 5.530 -11.191 -1.270
H 6.160 -6.165 0.403
H 4.411 -5.902 0.171
H 5.384 -6.588 -1.157

76
Properties=species:S:1:pos:R:3 method="wB97M-V/def2-TZVPD" max_force_ha_per_bohr=0.1517 homo_lumo_gap_ha="0.186 / 0.186"
Sn -1.750 -0.688 -2.632
H 0.051 -1.656 -4.849
H 0.020 -2.305 -4.473
P -1.814 1.739 -3.454
P -2.025 -2.733 -0.903
C -0.849 -2.957 0.474
H -1.207 -3.809 1.055
H 0.196 -3.030 0.140
H -0.881 -2.147 1.280
C -3.655 -2.685 -0.238
H -4.395 -2.645 -1.049
H -3.756 -3.640 0.294
H -3.845 -1.859 0.456
C -1.802 -4.096 -1.988
H -0.760 -4.180 -2.313
H -2.083 -4.953 -1.373
H -2.463 -4.008 -2.851
C -3.383 2.426 -3.035
H -3.412 3.340 -3.630
H -4.210 1.768 -3.318
H -3.453 2.666 -1.971
C -0.509 2.815 -3.018
H 0.463 2.438 -3.344
H -0.747 3.737 -3.549
H -0.470 3.018 -1.949
C -1.757 1.356 -5.189
H -2.516 0.624 -5.482
H -1.960 2.317 -5.658
H -0.771 0.989 -5.489
C 0.146 -0.149 -1.401
O 1.240 0.206 -0.924
H -2.301 0.291 -0.833
C -1.192 -1.386 4.680
C -0.672 -0.226 3.829
C -1.795 0.429 3.050
C 0.223 0.685 4.662
O 0.273 -0.947 2.818
Si 0.832 -0.354 1.363
S -1.210 -0.387 -0.104
O 1.282 1.126 1.683
C 1.262 2.616 1.414
C 0.502 2.797 0.133
C 0.579 3.310 2.571
C 2.708 3.043 1.277
O 2.049 -1.318 0.887
C 3.203 -1.417 -0.174
C 2.699 -1.950 -1.515
C 3.930 -0.097 -0.266
C 4.107 -2.485 0.404
H -1.856 -0.928 5.413
H -0.379 -1.902 5.205
H -1.751 -2.112 4.081
H -2.445 0.927 3.779
H -1.438 1.170 2.325
H -2.379 -0.327 2.506
H 0.901 0.099 5.303
H 0.851 1.320 4.026
H -0.436 1.297 5.289
H -0.497 2.355 0.193
H 0.413 3.882 -0.011
H 1.072 2.375 -0.695
H 1.178 3.266 3.483
H 0.517 4.359 2.267
H -0.443 2.958 2.753
H 3.276 2.848 2.189
H 3.213 2.580 0.423
H 2.666 4.119 1.097
H 2.225 -1.232 -2.180
H 3.607 -2.225 -2.062
H 2.067 -2.839 -1.430
H 4.368 0.221 0.685
H 4.739 -0.269 -0.985
H 3.312 0.698 -0.677
H 4.548 -2.229 1.372
H 3.624 -3.465 0.469
H 4.925 -2.572 -0.313

86
Properties=species:S:1:pos:R:3 method="wB97M-V/def2-TZVPD" max_force_ha_per_bohr=0.0879 homo_lumo_gap_ha=0.300 total_charge=+2
C 6.622 -1.115 -0.990
C 5.326 -0.210 -0.891
O 4.713 0.391 -1.698
N 4.633 -0.328 0.520
H 3.925 0.432 0.614
H 4.039 -1.144 0.513
C 5.444 -0.318 1.828
H 6.743 -1.452 -2.023
H 6.569 -1.989 -0.291
H 7.579 -0.589 -0.795
H 4.803 0.051 2.647
H 6.244 0.355 1.600
H 5.714 -1.357 2.001
C 0.953 1.891 4.826
C -0.022 2.789 4.052
O -0.624 3.775 4.235
N -0.247 2.224 2.529
H 0.370 1.421 2.306
H -1.199 1.814 2.695
C -0.338 3.157 1.325
H 0.855 0.855 4.650
H 0.813 2.171 5.851
H 1.875 2.109 4.385
H -1.154 3.876 1.439
H -0.373 2.614 0.376
H 0.552 3.786 1.431
C -0.182 7.050 -6.590
C -0.111 6.145 -5.379
O -0.552 5.103 -5.099
N 0.764 6.837 -4.252
H 1.401 7.547 -4.686
H 0.149 7.260 -3.597
C 1.474 5.861 -3.430
H -0.249 8.036 -6.206
H -0.914 6.749 -7.349
H 0.824 7.007 -7.031
H 2.270 5.368 -4.035
H 0.830 5.126 -2.991
H 1.994 6.324 -2.588
C -3.190 -4.671 -0.497
C -4.410 -3.879 -0.785
O -5.328 -4.259 -1.407
N -4.535 -2.457 -0.217
H -3.884 -2.451 0.634
H -3.972 -1.788 -0.779
C -5.864 -1.966 -0.013
H -2.780 -4.962 -1.465
H -3.594 -5.543 0.025
H -2.432 -4.126 0.118
H -6.355 -2.219 -0.913
H -5.742 -0.896 -0.028
H -6.400 -2.301 0.896
C 1.102 -1.352 -1.460
C 0.475 -1.276 -2.794
O 0.468 -2.178 -3.572
N -0.290 -0.066 -3.074
H -1.077 0.137 -2.388
H 0.326 0.799 -2.953
C -0.847 0.039 -4.469
H 0.343 -1.925 -0.870
H 1.192 -0.439 -0.871
H 2.065 -1.843 -1.429
H -1.676 -0.667 -4.629
H -0.103 -0.094 -5.234
H -1.213 1.082 -4.504
C -1.334 -6.195 3.592
C -1.848 -4.758 3.709
O -2.880 -4.393 3.101
N -1.202 -3.825 4.489
H -0.649 -1.672 3.004
H -1.836 -3.022 4.576
C -0.475 -4.243 5.712
H -0.245 -6.179 3.570
H -1.728 -6.637 2.701
H -1.529 -6.847 4.417
H -0.873 -5.111 6.291
H -0.480 -3.437 6.412
H 0.539 -4.522 5.405
Br 1.188 2.526 -2.626
Br -3.023 0.029 -1.469
Br 2.320 1.235 1.942
O -2.356 0.210 1.506
C -1.778 -0.906 1.824
O -1.820 -1.934 1.174
O -1.043 -0.804 2.913
H -2.744 0.158 0.537

81
Properties=species:S:1:pos:R:3 method="wB97M-V/def2-TZVPD" max_force_ha_per_bohr=0.0215 homo_lumo_gap_ha=0.151 total_charge=-2
Rb 0.804 -1.392 -0.697
P 3.634 -3.020 -0.661
O 3.719 -1.426 -0.436
O 2.593 -3.281 -1.811
O 3.035 -3.600 0.663
O 5.002 -3.569 -0.992
C -0.242 1.870 1.110
C -1.511 1.125 1.575
C -2.199 2.052 2.587
C -3.710 1.832 2.796
C -4.427 1.676 1.482
C -3.829 0.597 0.586
N -2.398 0.870 0.434
O -1.833 -0.115 -0.429
C -4.121 -0.795 1.180
C -4.479 0.686 -0.778
C -1.046 -0.168 2.257
H 0.580 1.229 0.770
H 0.139 2.451 1.952
H -0.521 2.577 0.326
H -1.753 1.823 3.557
H -1.986 3.095 2.351
H -4.095 2.715 3.315
H -3.851 0.971 3.450
H -4.456 2.637 0.959
H -5.475 1.385 1.637
H -5.163 -1.071 0.989
H -3.506 -1.557 0.700
H -3.940 -0.840 2.251
H -4.004 -0.017 -1.467
H -5.532 0.400 -0.731
H -4.401 1.684 -1.212
H -0.441 0.006 3.144
H -0.414 -0.671 1.537
H -1.870 -0.833 2.509
H -1.580 0.378 -1.223
C -1.561 2.762 -2.596
C -0.359 2.015 -3.150
O 0.027 0.971 -2.269
H -1.299 3.302 -1.690
H -2.398 2.086 -2.406
H -1.950 3.453 -3.351
H 0.446 2.726 -3.358
H -0.613 1.591 -4.134
H 0.977 0.799 -2.443
C 3.004 2.799 -2.179
C 3.718 1.544 -1.712
O 2.960 0.417 -2.096
H 2.803 2.721 -3.253
H 3.591 3.701 -2.002
H 2.040 2.878 -1.668
H 3.824 1.529 -0.619
H 4.733 1.482 -2.128
H 3.335 -0.389 -1.561
C -0.723 -3.833 3.504
C 0.642 -3.368 3.030
O 0.712 -3.501 1.638
H -0.835 -4.917 3.432
H -1.498 -3.365 2.890
H -0.924 -3.551 4.546
H 1.442 -3.956 3.503
H 0.793 -2.317 3.340
H 1.709 -3.404 1.320
C 0.791 -1.151 -5.703
C 1.796 -1.697 -4.703
O 1.164 -2.553 -3.809
H 0.339 -1.948 -6.305
H 1.275 -0.454 -6.397
H -0.043 -0.657 -5.195
H 2.247 -0.840 -4.174
H 2.636 -2.158 -5.249
H 1.835 -2.829 -3.072
C 2.685 0.590 3.740
C 3.225 -0.379 2.704
O 2.696 -0.044 1.458
H 3.160 0.488 4.720
H 1.612 0.423 3.888
H 2.800 1.627 3.410
H 2.946 -1.401 2.991
H 4.324 -0.328 2.710
H 3.194 -0.566 0.720

91
Properties=species:S:1:pos:R:3 method="wB97M-V/def2-TZVPD" max_force_ha_per_bohr=0.0721 homo_lumo_gap_ha=0.225 total_charge=+1
C 4.850 1.592 6.091
O 5.441 1.981 4.816
B 4.523 2.006 3.825
O 4.762 1.430 2.588
N 3.141 2.639 4.010
C 2.109 1.787 3.974
C 0.771 2.353 4.200
P -0.742 1.257 4.260
O -0.532 0.302 5.633
Br -2.451 2.660 4.691
C 0.705 3.796 4.408
C 2.000 4.492 4.384
N 3.155 3.923 4.183
H 4.975 2.453 6.776
H 5.400 0.695 6.450
H 3.787 1.292 6.024
H 4.868 0.481 2.720
H 2.220 0.688 3.831
H -0.419 -0.582 5.258
H -0.246 4.313 4.587
H 1.954 5.580 4.567
C 0.193 -3.512 1.845
S 0.946 -1.949 1.381
O 1.332 -1.237 2.668
C -0.565 -1.186 0.780
H 0.961 -4.146 2.288
H -0.601 -3.340 2.573
H -0.207 -3.994 0.956
H -1.312 -1.166 1.570
H -0.940 -1.745 -0.074
H -0.332 -0.166 0.472
C 1.379 -2.868 -3.490
S 0.513 -4.048 -2.462
O 0.255 -3.393 -1.137
C 1.915 -5.158 -2.245
H 0.702 -2.053 -3.720
H 2.245 -2.484 -2.958
H 1.688 -3.355 -4.416
H 2.749 -4.620 -1.794
H 2.209 -5.563 -3.214
H 1.612 -5.973 -1.589
C 4.881 3.305 -2.641
S 4.764 1.631 -1.987
O 3.561 1.004 -2.588
C 4.333 2.113 -0.311
H 5.107 3.244 -3.704
H 3.932 3.824 -2.500
H 5.682 3.839 -2.131
H 3.419 2.709 -0.322
H 5.151 2.688 0.124
H 4.171 1.216 0.277
C -3.987 0.724 -0.602
S -4.353 0.548 1.153
O -3.259 -0.249 1.779
C -5.764 -0.547 0.930
H -3.102 1.349 -0.708
H -3.794 -0.256 -1.041
H -4.829 1.202 -1.102
H -5.456 -1.445 0.394
H -6.544 -0.026 0.375
H -6.143 -0.823 1.913
C -2.412 -4.591 -5.519
S -1.656 -3.040 -6.037
O -1.227 -2.322 -4.801
C -3.178 -2.271 -6.607
H -1.638 -5.224 -5.088
H -3.181 -4.397 -4.771
H -2.846 -5.089 -6.386
H -3.899 -2.226 -5.789
H -3.587 -2.845 -7.437
H -2.951 -1.266 -6.944
C -3.486 0.888 -11.194
S -3.478 0.700 -9.403
O -3.724 -0.739 -9.106
C -5.024 1.579 -9.119
H -2.615 0.374 -11.597
H -4.393 0.448 -11.609
H -3.430 1.947 -11.448
H -5.833 1.095 -9.667
H -4.918 2.615 -9.442
H -5.243 1.554 -8.053
C 0.208 2.655 8.823
S 1.576 1.523 9.124
O 2.478 1.590 7.937
C 0.604 0.016 8.975
H 0.596 3.672 8.832
H -0.241 2.444 7.852
H -0.535 2.544 9.613
H 0.129 -0.024 7.993
H -0.152 -0.007 9.760
H 1.271 -0.836 9.091